(1)
A structure of composition C44H33F4IN5O4P2PbTe, computed with the ωB97M-V functional and the def2-TZVPD basis.

Cartesian coordinates (Å):
Pb1 0.000 -0.195 0.442
O1 1.494 -1.525 -0.891
C1 1.231 -2.938 -0.941
C2 -0.242 -3.264 -0.894
C3 -0.665 -4.568 -1.107
C4 -2.011 -4.857 -1.004
C5 -2.902 -3.836 -0.699
C6 -2.398 -2.570 -0.494
N1 -1.095 -2.288 -0.585
H1 1.380 -1.124 -1.766
H2 1.720 -3.376 -0.067
H3 1.687 -3.354 -1.840
H4 0.059 -5.340 -1.331
H5 -2.366 -5.867 -1.156
H6 -3.963 -4.020 -0.613
H7 -3.053 -1.744 -0.239
I1 0.183 3.531 0.440
C7 2.215 3.877 0.024
C8 2.430 4.662 -1.077
C9 3.707 5.157 -1.387
C10 4.724 4.933 -0.514
C11 4.527 4.154 0.651
C12 5.592 4.048 1.579
C13 5.446 3.336 2.725
C14 4.266 2.597 2.921
C15 3.212 2.626 2.039
P1 1.987 1.269 2.266
C16 2.976 -0.068 2.996
C17 3.040 -0.324 4.363
C18 3.830 -1.360 4.840
C19 4.561 -2.143 3.958
C20 4.492 -1.899 2.594
C21 3.696 -0.872 2.115
C22 0.878 1.807 3.601
C23 0.842 3.125 4.052
C24 -0.082 3.510 5.013
C25 -0.974 2.584 5.536
C26 -0.938 1.268 5.096
C27 -0.022 0.879 4.129
C28 3.278 3.513 0.909
H8 1.592 4.957 -1.692
H9 3.853 5.750 -2.280
H10 5.703 5.363 -0.683
H11 6.517 4.567 1.359
H12 6.242 3.280 3.455
H13 4.222 1.935 3.775
H14 2.469 0.283 5.057
H15 3.875 -1.556 5.904
H16 5.170 -2.955 4.331
H17 5.040 -2.524 1.902
H18 3.628 -0.701 1.044
H19 1.542 3.853 3.661
H20 -0.098 4.535 5.358
H21 -1.688 2.886 6.290
H22 -1.619 0.535 5.511
H23 0.017 -0.158 3.818
C29 0.927 -2.203 6.656
C30 0.893 -3.116 5.456
O2 0.533 -2.317 4.311
P2 0.259 -2.972 2.874
O3 0.189 -1.715 1.994
Te1 1.696 -4.708 2.331
O4 -1.238 -3.545 2.950
C31 -2.344 -2.708 3.330
C32 -2.692 -2.874 4.791
H24 1.156 -2.779 7.554
H25 -0.036 -1.712 6.804
H26 1.689 -1.433 6.536
H27 0.162 -3.918 5.581
H28 1.866 -3.570 5.260
H29 -3.177 -3.026 2.701
H30 -2.118 -1.665 3.091
H31 -2.860 -3.925 5.025
H32 -3.608 -2.323 5.015
H33 -1.898 -2.494 5.432
F1 -1.945 2.134 -2.700
C33 -1.821 3.368 -3.186
C34 -2.893 4.170 -3.187
F2 -4.029 3.710 -2.687
C35 -2.862 5.523 -3.719
C36 -1.588 5.903 -4.310
C37 -0.517 5.094 -4.308
F3 0.618 5.526 -4.844
C38 -0.532 3.773 -3.711
C39 0.581 2.993 -3.627
C40 0.598 1.754 -2.910
N2 0.619 0.785 -2.294
C41 1.875 3.347 -4.136
N3 2.910 3.601 -4.562
F4 -1.479 7.101 -4.856
C42 -3.927 6.363 -3.656
C43 -5.179 6.009 -3.048
N4 -6.194 5.802 -2.555
C44 -3.920 7.701 -4.172
N5 -3.936 8.791 -4.533

Calculated values
electronic energy: -4111.7845 hartree
max |F|: 0.4 eV/A
net charge: +1
ΔE to the lowest compared entry with this formula, charge and spin: 0.000 eV

***

(2)
A structure of composition C44H33N5NiO3PS at a distorted geometry, computed with the ωB97M-V functional and the def2-TZVPD basis.

Cartesian coordinates (Å):
Ni1 0.899 -0.679 0.926
S1 4.167 -3.192 -5.262
N1 3.800 -1.680 -4.840
C1 3.436 -1.702 -3.573
C2 3.029 -0.567 -2.783
C3 3.078 0.752 -3.238
C4 2.687 1.761 -2.387
C5 2.212 1.422 -1.122
N2 2.140 0.176 -0.681
C6 2.575 -0.814 -1.479
C7 2.611 -2.152 -0.899
N3 2.180 -2.280 0.372
C8 2.332 -3.453 0.966
C9 2.889 -4.566 0.342
C10 3.271 -4.467 -0.977
C11 3.126 -3.238 -1.623
C12 3.487 -3.009 -3.001
N4 3.884 -3.930 -3.858
H1 3.443 0.951 -4.237
H2 2.746 2.798 -2.684
H3 1.894 2.192 -0.429
H4 2.006 -3.523 1.996
H5 3.011 -5.486 0.896
H6 3.685 -5.306 -1.520
O1 -0.799 -0.189 -0.642
C13 -1.701 -0.717 -1.541
C14 -1.149 -3.336 0.034
O2 -1.593 -4.046 -0.766
O3 -0.675 -2.660 0.858
C15 -2.989 -1.054 -1.093
C16 -3.332 -0.959 0.280
C17 -4.630 -1.159 0.694
C18 -5.620 -1.490 -0.228
C19 -5.284 -1.668 -1.569
C20 -3.992 -1.472 -2.003
C21 -1.214 -0.802 -2.936
C22 -1.618 0.134 -3.889
C23 -1.105 0.088 -5.177
C24 -0.205 -0.905 -5.535
C25 0.202 -1.840 -4.595
C26 -0.285 -1.780 -3.298
H7 -0.200 0.392 -1.127
H8 -2.553 -0.730 0.996
H9 -4.882 -1.072 1.744
H10 -6.646 -1.609 0.093
H11 -6.049 -1.962 -2.275
H12 -3.733 -1.616 -3.044
H13 -2.330 0.899 -3.603
H14 -1.417 0.828 -5.902
H15 0.171 -0.951 -6.549
H16 0.887 -2.631 -4.877
H17 0.039 -2.512 -2.568
N5 0.661 -1.271 3.033
C27 -0.336 -0.531 3.745
C28 -1.037 -1.088 4.807
C29 -1.944 -0.319 5.517
C30 -2.149 1.011 5.181
C31 -1.491 1.554 4.090
C32 -0.606 0.780 3.346
P1 0.211 1.338 1.805
C33 1.481 2.457 2.499
C34 2.797 2.001 2.522
C35 3.794 2.765 3.111
C36 3.481 3.992 3.676
C37 2.172 4.456 3.648
C38 1.173 3.694 3.064
C39 -1.005 2.487 1.073
C40 -0.550 3.570 0.319
C41 -1.442 4.422 -0.312
C42 -2.806 4.193 -0.214
C43 -3.270 3.113 0.523
C44 -2.378 2.263 1.159
H18 0.602 -2.254 3.269
H19 1.588 -0.933 3.273
H20 -0.862 -2.121 5.087
H21 -2.478 -0.756 6.350
H22 -2.835 1.620 5.755
H23 -1.682 2.579 3.800
H24 3.032 1.046 2.062
H25 4.815 2.405 3.129
H26 4.255 4.590 4.138
H27 1.928 5.415 4.085
H28 0.156 4.063 3.043
H29 0.514 3.768 0.250
H30 -1.074 5.275 -0.867
H31 -3.503 4.859 -0.704
H32 -4.334 2.933 0.609
H33 -2.758 1.436 1.741

Calculated values
electronic energy: -4443.7689 hartree
max |F|: 1.3 eV/A
net charge: +1
ΔE to the lowest compared entry with this formula, charge and spin: 0.229 eV
multiplicity: 3

***

(3)
A structure of composition C44H35F5NOPRhS at a distorted geometry, computed with the ωB97M-V functional and the def2-TZVPD basis.

Cartesian coordinates (Å):
Rh1 -0.034 -0.093 -0.515
F1 2.271 0.247 5.927
C1 2.178 0.348 4.608
C2 1.012 -0.004 3.960
F2 -0.028 -0.465 4.656
C3 0.927 0.121 2.587
F3 -0.243 -0.286 2.028
C4 1.966 0.603 1.804
S1 1.944 0.850 0.049
C5 3.130 0.933 2.492
F4 4.179 1.402 1.815
C6 3.248 0.806 3.862
F5 4.384 1.127 4.469
C7 1.226 -2.809 0.421
C8 -0.071 -3.471 0.862
C9 0.124 -4.986 0.915
C10 -1.201 -3.112 -0.101
C11 -2.532 -3.786 0.250
O1 -3.481 -2.703 0.324
C12 -2.817 -1.565 0.121
N1 -1.561 -1.659 -0.106
C13 -3.689 -0.364 0.165
C14 -5.050 -0.604 0.366
C15 -5.963 0.434 0.426
C16 -5.526 1.740 0.286
C17 -4.181 1.989 0.074
C18 -3.249 0.955 0.011
P1 -1.538 1.523 -0.236
C19 -1.720 2.718 -1.570
C20 -1.726 4.093 -1.365
C21 -1.896 4.946 -2.449
C22 -2.069 4.429 -3.724
C23 -2.073 3.054 -3.927
C24 -1.895 2.199 -2.855
C25 -1.119 2.408 1.281
C26 -1.875 2.277 2.443
C27 -1.517 2.983 3.584
C28 -0.404 3.810 3.571
C29 0.375 3.915 2.423
C30 0.025 3.211 1.284
H1 1.962 -2.738 1.221
H2 1.024 -1.794 0.078
H3 1.680 -3.346 -0.416
H4 -0.355 -3.107 1.855
H5 0.374 -5.375 -0.076
H6 -0.759 -5.516 1.275
H7 0.945 -5.236 1.588
H8 -0.878 -3.390 -1.110
H9 -2.512 -4.278 1.219
H10 -2.885 -4.484 -0.504
H11 -5.395 -1.620 0.479
H12 -7.011 0.218 0.580
H13 -6.225 2.565 0.340
H14 -3.849 3.013 -0.045
H15 -1.596 4.505 -0.372
H16 -1.900 6.017 -2.290
H17 -2.209 5.099 -4.562
H18 -2.216 2.647 -4.920
H19 -1.893 1.128 -3.015
H20 -2.737 1.624 2.468
H21 -2.114 2.889 4.481
H22 -0.140 4.374 4.456
H23 1.255 4.545 2.417
H24 0.645 3.281 0.398
C31 -1.971 -1.386 -6.880
C32 -2.138 -2.354 -5.904
C33 -1.541 -2.194 -4.660
C34 -0.775 -1.068 -4.366
C35 -0.633 -0.087 -5.350
C36 -1.219 -0.252 -6.596
C37 -0.180 -0.983 -3.006
C38 0.524 0.000 -2.436
C39 1.333 1.069 -3.049
C40 2.172 0.699 -4.105
C41 3.009 1.623 -4.707
C42 3.012 2.941 -4.271
C43 2.188 3.323 -3.223
C44 1.375 2.386 -2.601
H25 -2.417 -1.513 -7.857
H26 -2.731 -3.236 -6.108
H27 -1.665 -2.962 -3.903
H28 -0.063 0.808 -5.146
H29 -1.087 0.512 -7.352
H30 -0.382 -1.864 -2.400
H31 2.153 -0.328 -4.451
H32 3.662 1.314 -5.513
H33 3.668 3.665 -4.738
H34 2.180 4.351 -2.885
H35 0.750 2.683 -1.777

Calculated values
electronic energy: -3176.8826 hartree
max |F|: 1.4 eV/A
net charge: +1

***

(4)
A structure of composition C44H36As2Cl3O2RbS at a distorted geometry, computed with the ωB97M-V functional and the def2-TZVPD basis.

Cartesian coordinates (Å):
Rb1 -0.495 -0.466 -1.002
C1 1.854 2.936 -0.180
C2 2.889 2.251 -1.087
As1 2.600 0.301 -1.147
C3 2.147 -0.011 -3.034
C4 2.380 -1.301 -3.523
C5 2.029 -1.638 -4.823
C6 1.439 -0.690 -5.656
C7 1.202 0.590 -5.177
C8 1.549 0.926 -3.870
C9 4.459 -0.256 -1.283
C10 5.296 0.216 -2.296
C11 6.626 -0.183 -2.344
C12 7.130 -1.060 -1.385
C13 6.300 -1.533 -0.380
C14 4.965 -1.129 -0.329
As2 0.045 2.817 -0.970
C15 -0.287 4.727 -1.227
C16 -0.241 5.641 -0.172
C17 -0.478 6.990 -0.409
C18 -0.763 7.437 -1.701
C19 -0.809 6.532 -2.749
C20 -0.571 5.179 -2.508
C21 -1.092 2.684 0.630
C22 -0.650 2.295 1.891
C23 -1.528 2.301 2.977
C24 -2.858 2.649 2.799
C25 -3.315 3.012 1.532
C26 -2.434 3.043 0.458
H1 2.072 3.985 -0.043
H2 1.842 2.470 0.802
H3 3.889 2.384 -0.696
H4 2.880 2.659 -2.095
H5 2.835 -2.049 -2.889
H6 2.211 -2.644 -5.185
H7 1.162 -0.953 -6.672
H8 0.740 1.335 -5.817
H9 1.349 1.919 -3.517
H10 4.908 0.883 -3.057
H11 7.272 0.184 -3.135
H12 8.169 -1.375 -1.427
H13 6.685 -2.218 0.366
H14 4.321 -1.502 0.454
H15 -0.040 5.303 0.837
H16 -0.447 7.695 0.414
H17 -0.951 8.490 -1.885
H18 -1.032 6.871 -3.755
H19 -0.615 4.478 -3.329
H20 0.378 1.989 2.048
H21 -1.167 2.013 3.956
H22 -3.542 2.638 3.643
H23 -4.357 3.280 1.384
H24 -2.797 3.351 -0.513
Cl1 -6.535 -5.215 -0.822
C27 -4.960 -4.460 -0.999
C28 -4.820 -3.103 -0.781
C29 -3.562 -2.533 -0.906
Cl2 -3.389 -0.800 -0.556
C30 -2.376 -3.237 -1.259
O1 -1.225 -2.677 -1.350
C31 -2.616 -4.626 -1.490
Cl3 -1.243 -5.618 -1.931
C32 -3.857 -5.222 -1.365
H25 -5.675 -2.496 -0.502
H26 -3.964 -6.287 -1.546
O2 0.206 -0.767 1.394
S1 -1.161 -1.003 1.993
C33 -0.901 -0.977 3.767
C34 0.392 -1.088 4.247
C35 0.596 -1.073 5.623
C36 -0.483 -0.936 6.490
C37 -1.774 -0.804 5.986
C38 -1.988 -0.816 4.615
C39 -1.531 -2.744 1.868
C40 -2.851 -3.154 2.008
C41 -3.146 -4.504 1.880
C42 -2.127 -5.408 1.591
C43 -0.818 -4.968 1.424
C44 -0.511 -3.624 1.560
H27 1.215 -1.183 3.547
H28 1.602 -1.167 6.018
H29 -0.318 -0.924 7.562
H30 -2.615 -0.687 6.662
H31 -2.990 -0.698 4.211
H32 -3.647 -2.427 2.176
H33 -4.174 -4.843 1.964
H34 -2.361 -6.458 1.455
H35 -0.039 -5.671 1.154
H36 0.491 -3.250 1.388

Calculated values
electronic energy: -8123.1357 hartree
max |F|: 2.3 eV/A

***

(5)
A structure of composition C44H36Cl2N2O9STeV, computed with the ωB97M-V functional and the def2-TZVPD basis.

Cartesian coordinates (Å):
V1 1.211 -2.145 -0.470
Cl1 3.966 -8.903 -1.149
C1 3.507 -7.276 -0.828
C2 4.246 -6.532 0.111
C3 3.923 -5.230 0.404
Cl2 4.834 -4.336 1.554
C4 2.836 -4.601 -0.239
O1 2.548 -3.360 0.041
C5 2.095 -5.366 -1.174
C6 0.966 -4.807 -1.801
O2 0.526 -3.639 -1.616
C7 2.442 -6.708 -1.463
H1 5.087 -6.995 0.611
H2 0.400 -5.433 -2.497
H3 1.861 -7.273 -2.180
O3 0.498 -0.836 2.100
N1 0.649 -1.877 1.559
O4 -2.422 -3.250 -1.723
C8 -2.977 -2.228 -2.387
C9 -4.129 -2.514 -3.121
C10 -4.756 -1.523 -3.839
C11 -4.260 -0.211 -3.855
C12 -3.139 0.087 -3.131
C13 -2.475 -0.906 -2.372
C14 -1.314 -0.561 -1.590
O5 -0.973 0.720 -1.607
O6 -0.689 -1.381 -0.884
H4 -1.594 -2.955 -1.317
H5 -4.500 -3.529 -3.113
H6 -5.644 -1.765 -4.408
H7 -4.756 0.552 -4.436
H8 -2.737 1.089 -3.141
O7 -4.254 -1.005 6.975
C15 -3.108 -0.503 6.489
O8 -2.747 0.605 6.753
C16 -2.326 -1.367 5.535
C17 -2.956 -2.087 4.526
C18 -2.197 -2.721 3.556
C19 -0.811 -2.666 3.645
S1 0.139 -3.346 2.332
C20 -0.171 -2.003 4.689
C21 -0.937 -1.329 5.620
H9 -4.338 -1.949 6.793
H10 -4.037 -2.109 4.459
H11 -2.674 -3.236 2.732
H12 0.909 -1.992 4.751
H13 -0.472 -0.755 6.411
C22 -0.582 7.771 -1.874
C23 -0.485 6.308 -1.569
C24 -1.617 5.569 -1.238
C25 -1.553 4.222 -0.921
C26 -2.828 3.504 -0.581
C27 -0.289 3.608 -0.951
Te1 0.124 1.707 -0.272
N2 2.098 -0.792 -0.723
C28 3.326 -0.089 -0.687
O9 3.668 0.422 0.350
C29 3.980 0.142 -1.998
C30 3.518 -0.453 -3.171
C31 4.146 -0.183 -4.377
C32 5.229 0.686 -4.412
C33 5.691 1.282 -3.244
C34 5.070 1.010 -2.037
C35 -1.163 1.447 1.356
C36 -2.356 0.741 1.286
C37 -3.074 0.526 2.452
C38 -2.593 1.015 3.659
C39 -1.397 1.716 3.706
C40 -0.647 1.940 2.555
C41 0.675 2.660 2.609
C42 0.881 4.316 -1.312
C43 2.257 3.693 -1.379
C44 0.748 5.660 -1.609
H14 -1.602 8.064 -2.115
H15 0.068 8.043 -2.704
H16 -0.263 8.352 -1.006
H17 -2.584 6.057 -1.236
H18 -3.654 3.931 -1.149
H19 -3.068 3.614 0.479
H20 -2.784 2.443 -0.813
H21 2.674 -1.130 -3.143
H22 3.796 -0.651 -5.287
H23 5.719 0.896 -5.354
H24 6.540 1.951 -3.277
H25 5.421 1.454 -1.115
H26 -2.742 0.363 0.348
H27 -4.009 -0.017 2.413
H28 -3.150 0.850 4.572
H29 -1.030 2.091 4.653
H30 0.867 3.048 3.607
H31 0.696 3.525 1.934
H32 1.506 1.991 2.363
H33 2.276 2.748 -1.928
H34 2.676 3.513 -0.384
H35 2.939 4.368 -1.891
H36 1.630 6.222 -1.892

Calculated values
electronic energy: -5015.0707 hartree
max |F|: 0.9 eV/A
net charge: +2
ΔE to the lowest compared entry with this formula, charge and spin: 0.426 eV
multiplicity: 2